No. 1
Formula: C47H37CdGeN4OSb
Source: the OMol25 dataset
Level of theory: ωB97M-V with the def2-TZVPD basis set

Each line ends with the Löwdin spin population.
Cartesian coordinates (Å):
Sb: -1.29 -2.63 0.62  0.00
Cd: -1.75 0.50 0.93  0.15
Ge: -1.64 3.16 0.73  0.25
O: -5.87 0.42 0.58  0.05
N: 1.05 0.61 0.12  0.04
N: 8.46 -2.71 -3.58  0.00
N: -3.64 -0.23 -0.02  0.11
N: 3.18 0.19 -0.42  0.00
C: -1.05 -5.62 1.65  0.00
C: -2.98 -5.12 0.30  0.00
C: -0.26 4.08 1.79  0.06
C: -0.29 4.09 3.20  0.03
C: 5.55 -0.19 -0.61  0.00
C: -1.56 4.32 -3.88  0.02
C: 2.01 4.83 3.35  0.03
C: 1.63 -3.63 0.31  0.00
C: -3.32 3.97 1.39  0.06
C: 0.70 -3.10 1.19  0.00
C: 1.84 0.02 -0.74  0.00
C: -1.84 -4.69 0.95  0.00
C: -3.38 5.03 2.29  0.01
C: 0.91 4.55 1.18  0.02
C: -5.74 4.64 2.73  0.02
C: -4.54 5.33 2.98  0.01
C: 6.47 -1.66 -2.30  0.00
C: -2.53 -7.44 0.94  0.00
C: -2.56 4.82 -3.03  0.00
C: -1.20 -1.57 -2.25  0.00
C: -1.14 -2.77 -1.52  0.00
C: 6.66 -0.85 -1.19  0.00
C: -0.37 3.49 -1.94  0.02
C: 1.86 1.19 1.07  0.00
C: 4.29 -0.42 -1.07  0.00
C: 1.02 -2.80 2.52  0.00
C: 0.83 4.43 3.99  0.00
C: -1.41 3.95 -1.08  0.04
C: -0.94 -3.94 -3.63  0.00
C: -4.51 3.35 1.05  0.02
C: -1.01 -3.95 -2.23  0.00
C: -0.46 3.64 -3.31  0.00
C: 3.16 0.95 0.75  0.00
C: -1.13 -1.51 -3.63  0.00
C: 3.34 -3.33 2.02  0.00
C: -2.44 4.71 -1.65  0.02
C: -3.36 -6.49 0.31  0.00
C: 5.16 -1.82 -2.81  0.00
C: -1.40 -6.99 1.64  0.00
C: 2.95 -3.71 0.73  0.00
C: -5.72 3.66 1.71  0.00
C: 2.34 -2.93 2.96  0.00
C: 7.54 -2.23 -3.02  0.00
C: -1.01 -2.72 -4.34  0.00
C: -4.77 0.09 0.30  0.02
C: 4.08 -1.23 -2.18  0.00
C: 2.03 4.91 1.95  0.00
H: 3.69 -4.02 -0.01  0.00
H: 0.42 2.88 -1.53  0.00
H: 0.31 3.12 -3.89  0.00
H: -1.56 4.52 -4.95  0.00
H: -1.24 -0.66 -1.63  0.00
H: 2.63 -2.64 3.99  0.00
H: 2.89 5.11 3.96  0.00
H: 2.94 5.17 1.40  0.00
H: -6.68 4.89 3.26  0.00
H: -2.78 -8.52 0.90  0.00
H: -1.09 -0.51 -4.10  0.00
H: 0.26 -2.52 3.24  0.00
H: 4.93 -2.47 -3.65  0.00
H: 5.72 0.37 0.26  0.00
H: 7.70 -0.69 -0.81  0.00
H: -0.90 -4.88 -4.19  0.00
H: 0.96 4.56 0.10  0.00
H: 4.04 1.34 1.25  0.00
H: -1.22 3.72 3.70  0.00
H: -3.59 -4.41 -0.25  0.00
H: 1.47 1.70 1.94  0.00
H: 0.76 4.35 5.08  0.00
H: 1.59 -0.52 -1.66  0.00
H: 4.36 -3.49 2.39  0.00
H: -0.93 -4.89 -1.68  0.00
H: -0.72 -7.69 2.16  0.00
H: -4.51 6.15 3.71  0.00
H: -3.52 5.24 -3.40  0.00
H: -0.88 -2.70 -5.43  0.00
H: -0.21 -5.26 2.21  0.00
H: -2.52 5.66 2.47  0.00
H: 3.10 -1.47 -2.53  0.00
H: -6.63 3.11 1.43  0.00
H: 1.31 -4.08 -0.62  0.00
H: -4.28 -6.79 -0.21  0.00
H: -4.52 2.52 0.33  0.00
H: -3.20 5.19 -1.03  0.00

As for the expectation value of S²: 0.7615. The calculation puts the molar mass at 980.6 g mol⁻¹. As for the LUMO energy (spin up / spin down): -3.950 / -6.845 eV. The total charge is +1. For the gap between HOMO and LUMO (spin up / spin down), the calculation gives 7.4 / 4.5 eV. For the total energy, the calculation gives -124955.3407 eV. Its largest force on an atom is 4.139 eV/A. The multiplicity is 2.

---

No. 2
Formula: C47H37N7O3S3Ti
Source: the OMol25 dataset
Level of theory: ωB97M-V with the def2-TZVPD basis set

Each line ends with the Mulliken charge.
Cartesian coordinates (Å):
Ti: -1.30 0.39 -0.20  -2.09
S: -2.33 3.39 0.03  1.11
S: 1.14 -1.39 0.69  -0.32
S: -1.25 -2.77 1.12  0.00
O: 0.36 -0.80 -0.52  0.75
O: -3.29 4.23 -0.62  -0.80
O: -2.73 2.74 1.24  -0.72
N: 2.30 2.67 1.11  1.52
N: -0.71 0.58 2.74  -1.85
N: -1.31 -0.01 -2.31  0.91
N: 0.29 1.54 0.87  1.65
N: -1.61 0.20 1.76  2.27
N: -3.29 -0.19 -0.13  1.16
N: -1.74 2.23 -0.97  0.77
C: -5.04 -0.96 1.38  -1.35
C: -1.56 2.29 -5.21  -1.00
C: 1.18 6.03 1.22  -0.48
C: 5.22 0.56 -0.13  -0.73
C: -1.36 1.09 -4.47  1.46
C: -5.91 -1.04 0.34  -0.27
C: -0.94 4.41 0.47  0.16
C: 1.44 1.46 4.46  -0.87
C: -1.06 -1.29 -4.30  -0.89
C: -5.49 -0.66 -0.96  -1.23
C: 1.29 2.20 0.39  -2.19
C: 2.72 -4.58 -1.23  -1.00
C: -1.43 1.13 -3.07  -0.60
C: -1.38 -4.36 0.39  0.97
C: -3.72 -0.51 1.15  1.23
C: 1.74 -3.02 0.28  1.02
C: -1.63 -6.95 -0.72  -0.49
C: 2.39 2.45 2.49  0.15
C: -1.86 3.43 -4.54  -1.01
C: 0.37 5.46 2.19  -0.73
C: 3.47 2.92 3.22  -0.84
C: -2.05 -5.39 1.07  -0.90
C: 0.26 1.25 2.25  -0.05
C: -0.84 -4.68 -0.86  -0.11
C: 2.23 -5.23 1.04  -0.70
C: -4.21 -0.26 -1.14  -0.23
C: -0.70 4.65 1.82  -0.05
C: 3.53 2.64 4.58  -0.74
C: -2.17 -6.66 0.53  -0.60
C: -1.14 -0.17 -5.07  -0.98
C: -2.79 -0.29 2.16  -1.00
C: 2.22 -3.31 -0.98  -0.53
C: 2.51 1.91 5.19  -0.81
C: 2.74 -0.60 0.32  0.83
C: 1.36 1.72 3.09  0.57
C: -1.16 -1.17 -2.90  -0.81
C: 0.93 5.79 -0.13  -0.88
C: 1.73 -3.96 1.29  -0.34
C: -1.95 3.48 -3.13  -0.70
C: 4.92 0.04 1.12  -0.73
C: 2.73 -5.54 -0.23  -0.56
C: -0.13 4.97 -0.51  -0.26
C: 3.03 -0.05 -0.92  -0.41
C: -1.71 2.36 -2.37  0.53
C: -0.96 -5.95 -1.41  -0.91
C: 4.28 0.52 -1.15  -0.93
C: 3.68 -0.55 1.35  -0.45
H: -3.86 0.02 -2.12  0.42
H: 5.64 0.09 1.92  0.46
H: 3.11 -6.53 -0.42  0.41
H: 3.05 3.16 0.64  0.43
H: 2.57 1.69 6.25  0.45
H: 1.29 -3.72 2.25  0.43
H: -2.69 -7.43 1.08  0.37
H: -2.48 -5.17 2.04  0.43
H: 3.43 -0.95 2.32  0.47
H: 1.32 2.42 -0.67  0.26
H: 2.01 6.67 1.51  0.45
H: -6.93 -1.39 0.51  0.42
H: 2.20 -2.57 -1.77  0.39
H: 2.21 -5.98 1.81  0.44
H: -0.32 4.78 -1.55  0.41
H: -0.30 -3.91 -1.41  0.19
H: 4.51 0.92 -2.13  0.46
H: 0.57 5.63 3.24  0.43
H: -0.53 -6.16 -2.38  0.39
H: -6.17 -0.69 -1.80  0.45
H: -2.05 4.34 -5.10  0.41
H: 6.20 1.00 -0.31  0.41
H: -3.01 -0.44 3.21  0.34
H: -1.13 -2.03 -2.25  0.54
H: -2.25 4.39 -2.65  0.76
H: 0.64 0.89 4.91  0.54
H: -5.33 -1.24 2.38  0.45
H: 4.25 3.48 2.74  0.49
H: 1.56 6.24 -0.89  0.43
H: -1.07 -0.23 -6.15  0.43
H: -0.93 -2.27 -4.74  0.57
H: -1.34 4.18 2.55  0.48
H: 3.09 -4.83 -2.22  0.41
H: 4.37 3.00 5.15  0.47
H: -1.50 2.26 -6.29  0.42
H: -1.72 -7.95 -1.14  0.38
H: 2.27 -0.06 -1.69  0.39

The calculation puts the molar mass at 891.9 g mol⁻¹. As for the LUMO energy (spin up / spin down): -0.591 / -0.434 eV. As for the energy relative to the best compared isomer or geometry (same formula, charge and spin): 113.9 kJ/mol. For the gap between HOMO and LUMO (spin up / spin down), the calculation gives 4.7 / 4.9 eV. For the total energy, the calculation gives -121535.4213 eV. Its largest force on an atom is 1.233 eV/A.

---

Question: The lowest largest force on an atom belongs to which entry?
Answer: C47H37N7O3S3Ti